(1)
DFT (ωB97M-V with the def2-TZVPD basis set) results for a molecular structure, C30H49N3O3P2V.

Each line ends with the Löwdin spin population.
Atoms and positions in Å:
1 V -0.555 0.285 0.547  2.728
2 C 1.091 -0.105 2.885  0.010
3 N -0.314 0.321 2.745  0.020
4 C -0.504 1.652 3.379  0.007
5 C -0.475 2.863 2.447  0.004
6 C 0.701 2.971 1.475  0.004
7 N 0.477 2.130 0.306  0.006
8 C 0.533 2.697 -0.839  0.030
9 C 0.354 2.094 -2.142  0.005
10 C 0.575 2.935 -3.249  0.005
11 C 0.528 2.484 -4.543  0.002
12 C 0.247 1.125 -4.762  0.006
13 C 0.015 0.279 -3.709  0.000
14 C 0.043 0.721 -2.357  0.011
15 O -0.199 -0.132 -1.419  0.033
16 C -1.221 -0.646 3.407  0.007
17 C -1.048 -2.103 2.992  0.002
18 C -1.625 -2.500 1.619  0.005
19 N -1.928 -1.354 0.770  0.006
20 C -3.006 -1.417 0.076  0.026
21 C -3.565 -0.371 -0.745  0.006
22 C -4.603 -0.713 -1.628  0.004
23 C -5.237 0.227 -2.401  0.004
24 C -4.850 1.571 -2.268  0.005
25 C -3.864 1.940 -1.391  0.002
26 C -3.167 0.987 -0.602  0.010
27 O -2.250 1.377 0.216  0.036
28 H 1.318 -0.402 3.919  0.001
29 H 1.750 0.712 2.603  0.001
30 H 1.313 -0.948 2.227  0.002
31 H 0.244 1.764 4.174  0.001
32 H -1.479 1.649 3.868  0.000
33 H -0.480 3.745 3.093  0.000
34 H -1.392 2.884 1.856  0.001
35 H 1.638 2.674 1.957  0.000
36 H 0.820 4.015 1.169  0.000
37 H 0.765 3.767 -0.872  0.001
38 H 0.802 3.979 -3.055  0.000
39 H 0.703 3.156 -5.372  0.000
40 H 0.204 0.740 -5.775  0.000
41 H -0.220 -0.767 -3.870  0.000
42 H -2.239 -0.314 3.202  0.000
43 H -1.059 -0.583 4.492  0.001
44 H -1.541 -2.701 3.761  0.000
45 H 0.006 -2.377 3.028  0.000
46 H -2.520 -3.115 1.750  0.000
47 H -0.879 -3.106 1.113  0.000
48 H -3.593 -2.343 0.105  0.001
49 H -4.898 -1.756 -1.696  0.000
50 H -6.021 -0.058 -3.089  0.000
51 H -5.341 2.332 -2.864  0.000
52 H -3.569 2.977 -1.282  0.000
53 C 4.871 -1.382 1.268  0.000
54 C 5.023 -0.167 0.353  0.000
55 P 3.403 0.292 -0.408  0.001
56 C 3.154 -1.061 -1.645  0.000
57 C 4.337 -1.661 -2.401  0.000
58 C 3.856 1.772 -1.432  0.000
59 C 5.230 1.879 -2.092  0.000
60 H 5.820 -1.641 1.743  0.000
61 H 4.520 -2.255 0.715  0.000
62 H 4.132 -1.194 2.048  0.000
63 H 5.789 -0.345 -0.403  0.000
64 H 5.351 0.698 0.938  0.000
65 H 2.400 -0.679 -2.339  0.000
66 H 2.649 -1.834 -1.065  0.000
67 H 4.819 -0.936 -3.052  0.000
68 H 4.003 -2.488 -3.033  0.000
69 H 5.099 -2.051 -1.723  0.000
70 H 3.709 2.629 -0.765  0.000
71 H 3.062 1.852 -2.185  0.000
72 H 6.035 1.798 -1.362  0.000
73 H 5.334 2.845 -2.590  0.000
74 H 5.380 1.108 -2.844  0.000
75 C 3.096 -4.615 -0.574  0.000
76 P 1.497 -4.057 0.043  0.000
77 C 0.514 -3.706 -1.427  0.000
78 C 0.756 -5.529 0.778  0.000
79 O 1.598 -2.912 0.996  0.002
80 H 2.984 -5.465 -1.247  0.000
81 H 3.720 -4.900 0.274  0.000
82 H 3.578 -3.794 -1.106  0.000
83 H 0.470 -4.571 -2.090  0.000
84 H 0.950 -2.856 -1.953  0.000
85 H -0.495 -3.419 -1.131  0.000
86 H 0.710 -6.347 0.057  0.000
87 H -0.252 -5.294 1.118  0.000
88 H 1.355 -5.834 1.636  0.000

Values from the calculation:
Gap between HOMO and LUMO (alpha / beta) in eV: 6.5 / 7.6
ΔE to the lowest compared entry with this formula, charge and spin in kcal per mole: 0.0
Expectation value of S²: 3.76
Total charge: 0
LUMO level (alpha / beta) in eV: 0.53 / 0.53
2S+1: 4

=====

(2)
DFT (ωB97M-V with the def2-TZVPD basis set) results for a gas-phase ion, Cl2NO2S (charge -1).

Each line ends with the Mulliken charge.
Atoms and positions in Å:
1 N -0.939 -0.670 -0.096  -0.189
2 O 1.415 0.434 -1.115  -0.543
3 O 0.771 1.025 1.168  -0.562
4 S 0.905 -0.085 0.183  0.570
5 Cl -1.520 0.429 -1.263  -0.126
6 Cl -2.078 -0.676 1.274  -0.148

Values from the calculation:
Gap between HOMO and LUMO in eV: 8.0
ΔE to the lowest compared entry with this formula, charge and spin in kcal per mole: 0.0
Total charge: -1
LUMO level in eV: 3.61

=====

(3)
DFT (ωB97M-V with the def2-TZVPD basis set) results for 8 unconnected molecules or ions with the total composition C38H46F11N2O30PS.

Each line ends with the Mulliken charge.
Atoms and positions in Å:
1 C 2.598 -4.048 1.359  0.754
2 C 2.628 -3.442 0.315  -1.726
3 C 2.589 -2.621 -0.956  -0.165
4 C 2.111 -1.109 -0.712  0.729
5 C 2.504 -0.545 0.685  -2.497
6 O 1.587 -0.780 1.762  -0.163
7 C 1.950 -0.202 2.940  1.063
8 F 3.186 0.348 2.961  -0.282
9 F 0.977 0.682 3.297  -0.254
10 F 1.947 -1.176 3.924  -0.210
11 C 2.981 -0.267 -1.781  -1.459
12 S 4.719 -0.012 -1.310  1.747
13 O 4.912 1.064 -0.359  -0.574
14 O 5.572 0.261 -2.446  -0.605
15 F 5.373 -1.324 -0.579  -0.331
16 C 2.254 1.077 -2.289  0.349
17 O 2.475 2.130 -1.365  -0.230
18 C 1.914 3.383 -1.725  -0.156
19 C 2.879 4.521 -1.202  0.311
20 C 2.288 5.335 0.015  -1.310
21 O 3.217 5.451 -2.261  -0.569
22 P 3.057 1.366 -4.030  0.114
23 C 4.323 2.743 -3.942  -0.995
24 C 1.739 1.957 -5.259  -0.393
25 C 1.329 0.708 -6.124  -1.000
26 C 0.725 0.830 -2.595  -1.352
27 C 0.105 0.284 -1.239  -0.875
28 O -1.294 0.277 -1.424  0.180
29 N -1.888 1.399 -0.835  0.013
30 O -2.657 1.865 -1.579  -0.192
31 N 0.676 -1.095 -1.105  0.518
32 C -0.268 -2.025 -0.360  0.338
33 O -0.479 -3.159 -0.812  -0.710
34 O -0.913 -1.632 0.655  -0.584
35 H 2.483 -4.347 2.409  0.470
36 H 1.887 -3.152 -1.657  0.440
37 H 3.572 -2.657 -1.493  0.703
38 H 3.474 -1.034 0.973  0.714
39 H 2.661 0.561 0.601  0.633
40 H 2.993 -0.925 -2.693  0.746
41 H 0.919 3.588 -1.240  0.344
42 H 1.771 3.568 -2.815  0.004
43 H 3.844 4.065 -0.865  0.206
44 H 3.012 5.256 0.864  0.289
45 H 2.258 6.417 -0.273  0.363
46 H 1.259 5.036 0.317  0.322
47 H 4.061 5.834 -1.976  0.398
48 H 4.940 2.662 -4.875  0.437
49 H 4.986 2.703 -3.054  0.217
50 H 3.774 3.716 -4.037  0.339
51 H 2.284 2.675 -5.927  0.659
52 H 0.888 2.493 -4.784  0.263
53 H 2.111 0.540 -6.909  0.354
54 H 1.370 -0.204 -5.474  0.255
55 H 0.335 0.789 -6.614  0.253
56 H 0.565 0.114 -3.443  -0.001
57 H 0.160 1.749 -2.858  0.544
58 H 0.421 0.938 -0.386  0.780
59 H 0.662 -1.461 -2.074  0.825
60 O -1.708 2.935 -5.834  -0.516
61 C -2.839 2.710 -5.543  0.600
62 O -3.684 3.623 -4.994  -0.329
63 C -4.972 3.009 -4.919  -0.511
64 C -4.624 1.551 -4.918  1.093
65 F -5.587 0.816 -5.525  -0.313
66 O -3.448 1.502 -5.709  -0.336
67 H -5.565 3.298 -5.790  0.316
68 H -5.502 3.314 -4.018  0.297
69 H -4.415 1.141 -3.933  -0.248
70 O 4.755 0.710 9.246  -0.489
71 C 4.423 0.053 8.319  0.577
72 O 4.577 0.425 7.018  -0.322
73 C 4.182 -0.687 6.218  0.099
74 C 3.274 -1.440 7.146  0.410
75 F 3.334 -2.779 6.914  -0.309
76 O 3.828 -1.176 8.417  -0.342
77 H 5.066 -1.264 5.936  0.259
78 H 3.676 -0.359 5.314  -0.244
79 H 2.232 -1.111 7.124  0.331
80 O -8.454 -2.072 -1.663  -0.515
81 C -7.376 -1.580 -1.621  0.588
82 O -6.230 -2.264 -1.362  -0.343
83 C -5.151 -1.348 -1.533  -0.276
84 C -5.827 -0.025 -1.326  0.321
85 F -5.238 0.948 -2.079  -0.225
86 O -7.132 -0.248 -1.818  -0.276
87 H -4.737 -1.458 -2.539  0.265
88 H -4.360 -1.532 -0.806  0.270
89 H -5.878 0.294 -0.284  0.167
90 O -8.106 -4.500 2.524  -0.516
91 C -7.022 -4.021 2.568  0.620
92 O -5.884 -4.717 2.827  -0.328
93 C -4.790 -3.813 2.658  -0.044
94 C -5.450 -2.481 2.866  0.271
95 F -4.857 -1.516 2.120  -0.187
96 O -6.760 -2.692 2.374  -0.230
97 H -4.378 -3.923 1.652  0.192
98 H -4.002 -4.008 3.382  0.096
99 H -5.498 -2.159 3.909  0.157
100 O -1.641 -4.286 4.155  -0.511
101 C -0.833 -4.677 4.930  0.612
102 O -0.950 -4.562 6.281  -0.321
103 C 0.147 -5.268 6.856  -0.444
104 C 1.149 -5.260 5.738  0.689
105 F 1.917 -6.376 5.760  -0.309
106 O 0.335 -5.292 4.581  -0.301
107 H -0.170 -6.278 7.126  0.276
108 H 0.514 -4.765 7.750  0.296
109 H 1.788 -4.374 5.713  0.010
110 O -11.589 2.896 2.032  -0.496
111 C -10.896 2.076 1.529  0.544
112 O -11.302 1.223 0.550  -0.336
113 C -10.149 0.497 0.123  -0.273
114 C -9.249 0.603 1.320  0.341
115 F -7.941 0.624 0.952  -0.294
116 O -9.587 1.863 1.864  -0.299
117 H -9.725 0.976 -0.763  0.219
118 H -10.401 -0.533 -0.122  0.302
119 H -9.406 -0.174 2.071  0.242
120 O 10.978 2.724 -3.464  -0.506
121 C 10.377 2.227 -2.572  0.613
122 O 9.019 2.212 -2.476  -0.301
123 C 8.690 1.410 -1.344  -0.121
124 C 9.945 1.489 -0.523  0.360
125 F 10.145 0.346 0.179  -0.281
126 O 10.958 1.602 -1.504  -0.314
127 H 8.466 0.393 -1.672  0.187
128 H 7.822 1.809 -0.819  0.058
129 H 9.991 2.347 0.152  0.290

Values from the calculation:
Gap between HOMO and LUMO in eV: 7.8
Total charge: 0
SMILES: C#CC[C@@]1(COC(F)(F)F)[C@H](S(=O)(=O)F)[C@@](OC[C@H](C)O)(P(C)CC)C[C@@H](ON=O)[N@@H+]1C(=O)[O-].O=C1OC[C@@H](F)O1.O=C1OC[C@@H](F)O1.O=C1OC[C@@H](F)O1.O=C1OC[C@@H](F)O1.O=C1OC[C@@H](F)O1.O=C1OC[C@@H](F)O1.O=C1OC[C@@H](F)O1
LUMO level in eV: -1.31

=====

Q: total charge of number 2 (Cl2NO2S)?
A: -1